[1]
Formula: C35H33FN7O13
Source: the Open Molecules 2025 dataset
Level of theory: ωB97M-V with the def2-TZVPD basis set

Values from the calculation:
E_LUMO	-0.45	eV
HOMO-LUMO gap	2.33	eV

Geometry as ORCA input:
```
! RIJCOSX wB97M-V def2-TZVPD def2/J DEFGRID3
* xyz -1 1
C -3.66535 -6.12270 -4.43092
C -3.38634 -4.56242 -4.74950
O -3.39533 -4.37065 -6.18862
C -1.97543 -4.13165 -4.05327
N -0.89326 -5.07623 -4.45133
C -0.03529 -4.51014 -5.46880
O 0.96396 -3.79827 -5.08639
N -0.22484 -4.63673 -6.94693
C 0.08891 -5.95401 -7.45072
O 0.72076 -6.83826 -6.82257
F -0.30908 -6.25594 -8.80866
H -2.88327 -6.56613 -3.73135
H -4.68997 -6.26402 -3.92658
H -3.74297 -6.67700 -5.44315
H -4.23064 -3.90231 -4.31431
H -3.05309 -3.47696 -6.42750
H -1.70334 -3.05423 -4.38010
H -2.15124 -4.09180 -2.91183
H -1.13875 -4.28971 -7.26868
C -0.13615 -0.88067 2.05022
C -0.48492 -0.60104 0.73202
C -1.30805 -1.47447 0.02847
C -1.78016 -2.62454 0.65774
C -1.42828 -2.91433 1.97493
C -0.60257 -2.03657 2.67000
N -2.66739 -3.53369 -0.07136
O -2.93852 -3.25471 -1.23046
O -3.08950 -4.51785 0.52238
H 0.50120 -0.19426 2.59657
H -0.11702 0.30074 0.25336
H -1.57243 -1.24512 -0.99815
H -1.78769 -3.80990 2.46989
H -0.32515 -2.25086 3.69661
C -0.94172 5.08445 4.10688
C 0.15740 4.26244 3.87100
C 0.07400 2.89709 4.12270
C -1.11933 2.36284 4.60762
C -2.22077 3.18080 4.85314
C -2.12680 4.54570 4.60091
N -1.22006 0.92296 4.85002
O -0.22633 0.23766 4.64075
O -2.29091 0.48316 5.24368
H -0.87582 6.15517 3.90350
H 1.07905 4.68725 3.48756
H 0.93763 2.26838 3.93446
H -3.15094 2.77380 5.23480
H -2.97954 5.19104 4.78584
C 3.48500 -3.48082 -9.43821
C 3.89279 -2.21743 -9.85713
C 3.01701 -1.40204 -10.56549
C 1.73077 -1.86123 -10.84550
C 1.31925 -3.12833 -10.43510
C 2.20339 -3.93761 -9.72970
N 0.79664 -0.99593 -11.56946
O 1.19917 0.10295 -11.93068
O -0.33376 -1.41746 -11.76949
H 4.16965 -4.11250 -8.88030
H 4.89399 -1.86715 -9.62803
H 3.34698 -0.42001 -10.88603
H 0.32210 -3.49536 -10.65275
H 1.89258 -4.92415 -9.40283
C 0.41826 -1.76293 8.50909
C 1.33485 -2.63331 9.09224
C 2.44255 -3.06457 8.37015
C 2.62495 -2.61335 7.06387
C 1.70669 -1.74795 6.47189
C 0.60051 -1.32420 7.20071
N 3.80370 -3.04496 6.30835
O 4.57828 -3.81959 6.85404
O 3.94884 -2.60363 5.17789
H -0.44257 -1.42382 9.07782
H 1.18687 -2.97331 10.11210
H 3.14931 -3.74254 8.83587
H 1.83849 -1.39594 5.45432
H -0.11785 -0.64898 6.75083
C 1.15786 12.15436 4.80442
C -0.18646 11.79422 4.82834
C -0.55061 10.45528 4.73511
C 0.44227 9.48333 4.62257
C 1.78965 9.83803 4.59045
C 2.14414 11.17976 4.68146
N 0.06505 8.07033 4.54943
O -1.13365 7.79803 4.56176
O 0.96439 7.24503 4.48465
H 1.43860 13.20042 4.88305
H -0.95093 12.55833 4.92287
H -1.60144 10.18787 4.75498
H 2.56783 9.08814 4.49819
H 3.19020 11.46669 4.66042
*
```

***

[2]
Formula: C35H33N4O4W
Source: the Open Molecules 2025 dataset
Level of theory: ωB97M-V with the def2-TZVPD basis set

Values from the calculation:
relative energy (zero: lowest compared OMol25 entry of this formula, charge and spin)	0.0	kcal/mol
E_LUMO (alpha / beta)	-10.06 / -10.61	eV
HOMO-LUMO gap (alpha / beta)	6.11 / 5.64	eV

Geometry as ORCA input:
```
! RIJCOSX wB97M-V def2-TZVPD def2/J DEFGRID3
* xyz 3 3
W -0.26771 -0.17417 -0.23852
C -3.18667 0.59998 1.10649
O -2.11974 0.91015 0.16712
C -2.19716 2.13859 -0.50500
C -3.36159 2.85210 -0.69306
C -3.28145 4.02418 -1.43597
C -2.07185 4.44585 -1.97328
C -0.91097 3.71718 -1.76606
C -0.97972 2.55434 -1.01085
N 0.14471 1.71059 -0.70879
N 1.28672 2.40633 -0.83811
C 2.46931 1.87889 -0.82132
C 2.70056 0.44495 -0.72669
O 1.70043 -0.34834 -0.51695
C 3.98074 -0.08526 -0.87539
C 5.03664 0.77903 -1.06063
C 4.89912 2.19132 -1.10574
C 6.02800 3.00708 -1.27319
C 5.88743 4.38071 -1.30165
C 4.62429 4.94675 -1.16135
C 3.49200 4.15624 -0.99852
C 3.61897 2.77540 -0.97475
H -4.09923 0.39381 0.55080
H -3.32164 1.45048 1.77093
H -2.86444 -0.27384 1.65899
H -4.30671 2.52762 -0.28204
H -4.17663 4.60877 -1.59718
H -2.03125 5.35463 -2.55727
H 0.03223 4.04647 -2.17543
H 4.11926 -1.15628 -0.83102
H 6.03304 0.36430 -1.16731
H 7.00456 2.55203 -1.37755
H 6.75332 5.01504 -1.42919
H 4.51795 6.02327 -1.17705
H 2.52331 4.62066 -0.88262
O 1.15506 -2.92778 0.32057
N 0.18239 -2.30082 -0.13641
C -0.79110 0.71676 -4.22556
C -2.10718 0.69941 -3.72879
C -2.44544 -0.11591 -2.68249
C -1.48285 -0.98378 -2.10242
C -0.16840 -0.98091 -2.62268
C 0.15692 -0.11722 -3.68946
C -1.82394 -1.66155 -0.84154
C -1.08828 -2.76250 -0.23490
C -1.63844 -3.92275 0.38657
C -2.94931 -4.30752 0.02848
C -3.50326 -5.45436 0.55129
C -2.76343 -6.22916 1.44412
C -1.47214 -5.85985 1.81223
C -0.90332 -4.71645 1.29343
H -0.54033 1.36025 -5.05818
H -2.86098 1.33156 -4.17940
H -3.45859 -0.12222 -2.29957
H 0.53432 -1.76380 -2.36899
H 1.15236 -0.15694 -4.11232
H -2.87256 -1.58353 -0.58146
H -3.51109 -3.73313 -0.69684
H -4.49745 -5.76122 0.25862
H -3.19781 -7.13308 1.85108
H -0.91106 -6.47752 2.49973
H 0.10163 -4.43969 1.57413
C 0.58965 -1.36108 5.10321
N -0.13502 -1.18778 3.82495
C -1.51679 -1.68653 3.80916
C 0.39576 -0.61892 2.78494
C 1.82635 -0.21264 2.71921
O -0.36746 -0.37678 1.75228
H -0.15434 -1.45768 5.88810
H 1.20014 -0.49035 5.31666
H 1.19774 -2.26347 5.06899
H -1.56016 -2.56955 4.44139
H -1.80497 -1.96180 2.79900
H -2.18907 -0.92771 4.20942
H 2.40553 -0.53631 3.57569
H 1.88374 0.87491 2.63325
H 2.25736 -0.65949 1.82265
*
```

***

[3]
Formula: C35H33NNi
Source: the Open Molecules 2025 dataset
Level of theory: ωB97M-V with the def2-TZVPD basis set

Values from the calculation:
relative energy (zero: lowest compared OMol25 entry of this formula, charge and spin)	12.2	kcal/mol
E_LUMO (alpha / beta)	-0.66 / -0.66	eV
HOMO-LUMO gap (alpha / beta)	5.08 / 5.08	eV

Geometry as ORCA input:
```
! RIJCOSX wB97M-V def2-TZVPD def2/J DEFGRID3
* xyz 0 1
Ni 0.37369 1.31680 0.70493
C 2.51035 0.94422 2.92665
C 1.16767 1.58856 2.71630
C 1.06650 2.89468 2.21897
C -0.16983 3.55666 2.14090
C -0.24151 4.99845 1.72606
C -1.32663 2.86111 2.46419
C -1.27805 1.52441 2.86619
C -2.54457 0.76390 3.12966
C -0.02964 0.91563 3.02079
H 3.09965 0.97565 2.00952
H 2.39743 -0.09775 3.22430
H 3.06640 1.46487 3.70821
H 1.96881 3.42432 1.93966
H -0.85590 5.12159 0.83403
H 0.74670 5.40209 1.51482
H -0.69787 5.59306 2.51908
H -2.28797 3.35571 2.38673
H -2.85922 0.23629 2.22764
H -3.34871 1.43678 3.42522
H -2.40773 0.01790 3.91222
H 0.02101 -0.09769 3.40266
N 2.10440 -1.77691 0.01857
C 0.76679 -2.38992 -0.20305
C 0.70960 -3.68239 0.56320
C 0.85890 -4.88264 -0.01986
C 0.94696 -4.98006 -1.44534
C 0.76476 -3.86469 -2.22455
C 0.55211 -2.58720 -1.68282
C 0.16591 -1.45703 -2.46835
C 0.10357 -1.52442 -3.88153
C -0.26544 -0.44646 -4.64331
C -0.60352 0.77421 -4.02789
C -0.55010 0.88023 -2.66643
C -0.17534 -0.21089 -1.83621
H 2.43115 -2.04342 0.94397
H 2.77550 -2.16515 -0.63685
H 0.62712 -3.59876 1.64287
H 0.89696 -5.78465 0.57798
H 1.09264 -5.94727 -1.90686
H 0.73858 -3.99573 -3.29738
H 0.35982 -2.44492 -4.38527
H -0.29725 -0.53521 -5.72169
H -0.90337 1.62264 -4.62931
H -0.82022 1.80449 -2.17936
C -4.19703 -3.07391 0.82468
C -3.82481 -2.51749 -0.39076
C -2.56644 -1.95593 -0.55381
C -1.65167 -1.94292 0.49629
C -2.04155 -2.50200 1.71135
C -3.29790 -3.06344 1.88033
C -0.25093 -1.36086 0.36424
C -0.20125 -0.06994 -0.42484
C 1.29189 2.15863 -0.67345
C 2.42838 1.55645 -1.21626
C 3.20685 2.21349 -2.16107
C 2.86031 3.48536 -2.59561
C 1.72993 4.09556 -2.06986
C 0.96046 3.43929 -1.11701
H -5.18014 -3.50972 0.94734
H -4.51882 -2.51714 -1.22162
H -2.30048 -1.51713 -1.50573
H -1.34689 -2.49330 2.54498
H -3.57501 -3.49099 2.83590
H 0.08942 -1.17448 1.38991
H 2.68452 0.54818 -0.91080
H 4.08151 1.72265 -2.57186
H 3.45908 3.99358 -3.34080
H 1.44108 5.08430 -2.40736
H 0.06937 3.93070 -0.74346
*
```

***

[4]
Formula: C35H33O5P
Source: the Open Molecules 2025 dataset
Level of theory: ωB97M-V with the def2-TZVPD basis set

Values from the calculation:
E_LUMO	-1.03	eV
HOMO-LUMO gap	6.89	eV

Geometry as ORCA input:
```
! RIJCOSX wB97M-V def2-TZVPD def2/J DEFGRID3
* xyz 0 1
C -7.91088 -3.19756 3.67219
C -7.93792 -1.69243 3.21193
C -8.54130 -0.87816 4.37806
C -6.50076 -1.24136 2.79391
P -6.12906 0.54686 3.25479
C -5.09582 0.57335 4.82153
C -4.12009 -0.62083 5.04692
C -3.33093 -1.07049 3.79593
O -4.85217 -1.66824 5.67445
H -6.92380 -3.65416 3.56138
H -8.16327 -3.22725 4.74063
H -8.70162 -3.73677 3.14440
H -8.59001 -1.67375 2.33133
H -9.52839 -1.31046 4.60029
H -8.68059 0.18124 4.16369
H -7.92187 -1.06024 5.26506
H -5.80491 -1.94039 3.26852
H -6.34719 -1.34435 1.71240
H -5.31225 1.08762 2.20859
H -4.54285 1.51223 4.93427
H -5.81530 0.53674 5.64930
H -3.37659 -0.29605 5.79070
H -3.57036 -2.11598 3.54672
H -3.53446 -0.48354 2.89714
H -2.25521 -1.05088 3.99656
H -4.81453 -2.45121 5.13510
C 0.43329 -0.14962 -3.86124
C -0.79253 0.08053 -3.24417
C -1.07983 -0.51277 -2.02423
C -0.14500 -1.34870 -1.42121
C 1.07553 -1.59751 -2.05174
C 1.36513 -0.98721 -3.26756
C 2.06613 -2.52194 -1.44674
O 3.13245 -2.73447 -1.99214
C 1.72566 -3.18755 -0.16446
C 2.61772 -4.10019 0.39096
C 2.31634 -4.71824 1.59497
C 1.12710 -4.42144 2.25431
C 0.23276 -3.51703 1.70295
C 0.52481 -2.90422 0.48788
C -0.45629 -1.96333 -0.10760
O -1.49590 -1.70589 0.46814
H 0.66010 0.32150 -4.80865
H -1.52342 0.72543 -3.71454
H -2.03060 -0.32884 -1.54291
H 2.31473 -1.16773 -3.75204
H 3.54378 -4.32967 -0.11809
H 3.00929 -5.43125 2.02250
H 0.89657 -4.89964 3.19755
H -0.69313 -3.29038 2.21399
C 4.63728 7.06190 -4.02385
C 3.42498 6.41275 -3.80882
C 3.40184 5.05244 -3.54240
C 4.59199 4.33250 -3.50095
C 5.80582 4.97931 -3.73901
C 5.82526 6.34811 -3.98998
C 7.08093 4.21841 -3.74486
O 8.13840 4.78234 -3.94758
C 7.03572 2.75439 -3.50602
C 8.21332 2.01482 -3.56238
C 8.18456 0.64828 -3.32805
C 6.98175 0.01516 -3.02780
C 5.80506 0.74604 -2.97538
C 5.82714 2.11596 -3.22322
C 4.55622 2.88032 -3.19737
O 3.50677 2.32490 -2.93773
H 4.65405 8.12560 -4.22307
H 2.49774 6.96966 -3.84724
H 2.45982 4.54999 -3.37008
H 6.76608 6.85263 -4.16222
H 9.14949 2.50499 -3.79213
H 9.10089 0.07443 -3.37726
H 6.96187 -1.05027 -2.83836
H 4.87047 0.25153 -2.74596
*
```

***

[5]
Formula: C35H34ClN3O5PbS3Te
Source: the Open Molecules 2025 dataset
Level of theory: ωB97M-V with the def2-TZVPD basis set

Values from the calculation:
relative energy (zero: lowest compared OMol25 entry of this formula, charge and spin)	0.2	kcal/mol
E_LUMO	4.25	eV
HOMO-LUMO gap	4.91	eV

Geometry as ORCA input:
```
! RIJCOSX wB97M-V def2-TZVPD def2/J DEFGRID3
* xyz -2 1
Pb 0.74560 -0.21459 0.14017
C 0.46660 0.91483 4.97449
C -0.58225 -0.18132 5.07335
N -1.64872 -0.06113 4.08580
C -2.80141 0.76217 4.43793
C -2.70969 2.20662 3.95874
C -1.54776 -0.58162 2.84396
S -0.20276 -1.59554 2.44862
N -2.61083 -0.38603 2.07031
C -2.63844 -0.40892 0.74643
O -1.71641 -0.21071 -0.06934
C -4.01267 -0.61811 0.14732
C -4.12166 -0.77232 -1.23109
C -5.36457 -0.96447 -1.81553
C -6.50820 -0.99497 -1.02794
C -6.40255 -0.83979 0.34801
C -5.15766 -0.65640 0.93282
H 1.27585 0.72298 5.68278
H 0.05316 1.90115 5.18419
H 0.87837 0.93133 3.96831
H -1.05990 -0.18100 6.05783
H -0.10732 -1.15065 4.93259
H -2.89374 0.72280 5.52648
H -3.68495 0.29463 4.00432
H -1.94091 2.76306 4.49336
H -3.66735 2.71156 4.11020
H -2.46011 2.23473 2.90020
H -3.21932 -0.74220 -1.82620
H -5.43775 -1.09153 -2.88854
H -7.48033 -1.13817 -1.48561
H -7.29123 -0.86279 0.96802
H -5.05388 -0.53865 2.00311
C 3.49168 -1.45343 1.93233
C 3.56175 0.00822 2.26076
C 4.72977 0.55739 2.84552
C 4.78778 1.89667 3.06219
C 3.68746 2.71902 2.72856
C 3.71726 4.12075 2.92675
C 2.62115 4.85775 2.59263
C 1.46706 4.23419 2.07774
C 1.37948 2.87469 1.87411
S -0.12731 2.16515 1.31620
C 2.54885 2.09458 2.18481
N 2.52824 0.74741 1.95788
H 4.34185 -1.99263 2.35131
H 3.50995 -1.57383 0.84717
H 2.56730 -1.88939 2.31652
H 5.55839 -0.09402 3.09132
H 5.67496 2.35451 3.48762
H 4.61536 4.58045 3.32292
H 2.62786 5.93447 2.71738
H 0.60241 4.83579 1.82571
Cl 2.44428 -3.96196 -3.17063
C 0.71715 -3.57037 -3.27129
C 0.13406 -3.57579 -4.52083
C -1.20588 -3.25117 -4.67523
C -1.92358 -2.91615 -3.51705
C -1.33857 -2.92157 -2.27675
C 0.03828 -3.26942 -2.05207
C 0.60532 -3.24427 -0.77722
H 0.74652 -3.82148 -5.38000
H -1.66660 -3.24235 -5.65333
H -2.96935 -2.63450 -3.59887
H -1.91781 -2.63817 -1.40706
H 1.59365 -3.65603 -0.62046
H -0.06529 -3.26757 0.07122
O 3.77104 2.62574 -0.79109
S 3.95987 1.42390 -1.56810
O 2.69300 1.29718 -2.56080
O 3.77839 0.17029 -0.78540
O 5.15077 1.39049 -2.39017
Te 2.59645 -0.72071 -2.99932
C 1.54061 -0.26080 -4.77387
C 1.95070 -0.78017 -5.99676
C 1.24167 -0.50318 -7.15983
C 0.12530 0.31776 -7.11148
C -0.28562 0.84874 -5.89504
C 0.41087 0.55427 -4.73301
H 2.83028 -1.41139 -6.04249
H 1.57180 -0.91754 -8.10519
H -0.42448 0.54354 -8.01778
H -1.16431 1.48033 -5.84727
H 0.07299 0.95971 -3.78740
*
```

***

[6]
Formula: C35H34F6GaN3O5Se
Source: the Open Molecules 2025 dataset
Level of theory: ωB97M-V with the def2-TZVPD basis set

Values from the calculation:
relative energy (zero: lowest compared OMol25 entry of this formula, charge and spin)	0.0	kcal/mol
E_LUMO	0.25	eV
HOMO-LUMO gap	7.88	eV

Geometry as ORCA input:
```
! RIJCOSX wB97M-V def2-TZVPD def2/J DEFGRID3
* xyz 0 1
Ga 0.43809 -0.12303 2.61318
C -4.34358 -0.92536 0.07548
N -3.26084 -0.23411 0.76650
C -3.02208 1.16536 0.41652
C -2.41294 -0.87409 1.56089
O -1.49250 -0.25565 2.13017
C -2.65118 -2.34580 1.86119
O -1.44899 -2.97283 2.22616
C -0.89139 -3.84256 1.26875
C -0.57739 -3.15317 -0.05473
O -1.09650 -2.07307 -0.32192
N 0.21897 -3.81264 -0.91078
C 0.63139 -3.15321 -2.14422
C 0.86929 -5.06191 -0.54122
H -3.94855 -1.56905 -0.71333
H -4.98831 -0.17696 -0.37612
H -4.94630 -1.51011 0.76911
H -3.23500 1.29961 -0.64337
H -1.98038 1.41300 0.60026
H -3.66436 1.82228 1.00575
H -3.12275 -2.83341 1.00934
H -3.33754 -2.39905 2.71445
H -1.56177 -4.69170 1.07618
H 0.02387 -4.22302 1.71683
H 0.49651 -2.07936 -2.04209
H 0.05303 -3.50849 -2.99937
H 1.68789 -3.35141 -2.31490
H 0.14242 -5.81288 -0.22968
H 1.60096 -4.91254 0.25546
H 1.38903 -5.44798 -1.41373
F 6.55131 -0.23905 0.11716
C 5.48577 -0.67817 0.78458
C 4.49939 -1.38820 0.12638
F 4.61460 -1.64244 -1.17968
C 3.39621 -1.82784 0.83327
F 2.45981 -2.49846 0.14519
C 3.23370 -1.58185 2.18666
Se 1.65759 -2.13832 3.12187
C 4.24515 -0.87579 2.81979
F 4.15506 -0.58213 4.11796
C 5.36019 -0.42414 2.13842
F 6.30922 0.26551 2.77053
C -3.26626 3.55425 -4.21807
C -2.83445 2.20040 -3.72023
C -3.58618 1.07785 -4.05102
C -3.21736 -0.17875 -3.59652
C -2.07246 -0.32698 -2.83373
C -1.30505 0.78695 -2.49564
N -0.19309 0.61269 -1.65038
C 1.09485 1.03716 -1.93561
C 1.44510 1.34710 -3.25708
C 2.71325 1.79029 -3.57749
C 3.68271 1.94345 -2.59320
C 3.34961 1.64450 -1.28730
C 2.07914 1.19033 -0.93541
C 1.85032 0.92923 0.51678
O 2.62823 1.29701 1.38279
O 0.75586 0.26117 0.79772
C -1.69810 2.06882 -2.91170
C -0.94460 3.29128 -2.46593
H -4.10862 3.46136 -4.90183
H -2.45590 4.06312 -4.74310
H -3.57260 4.20633 -3.39710
H -4.46728 1.19409 -4.67064
H -3.81007 -1.04693 -3.85816
H -1.76210 -1.29824 -2.47282
H -0.29505 -0.00037 -0.85369
H 0.70280 1.22033 -4.03495
H 2.94971 2.01088 -4.61119
H 4.67578 2.29058 -2.84271
H 4.06670 1.76812 -0.48598
H -0.39639 3.10155 -1.54491
H -1.62460 4.12523 -2.29457
H -0.21459 3.61131 -3.21460
F 0.08065 4.06360 6.99645
C 0.15168 3.13101 6.02119
C -0.84337 3.09453 5.06544
C -0.75994 2.13299 4.06779
C 0.29556 1.22142 4.01912
C 1.27467 1.29799 5.00997
C 1.21390 2.25111 6.01765
H -1.65560 3.80758 5.11132
H -1.54013 2.09688 3.31604
H 2.10649 0.60317 5.00200
H 1.96970 2.31961 6.78833
*
```